Molecular formula: C4H6N2O
Method: DFT, the ωB97M-V functional and the def2-TZVPD basis

**HOMO-LUMO gap**: 11.3 eV
**Energy above the lowest of the compared OMol25 structures with the same formula, charge and spin**: 34.4 kcal/mol
**Multiplicity**: 1
**F_max**: 1.1 eV Å⁻¹
**Structure (SMILES)**: [H]/N=C/OCCC#N
**Electronic energy**: -340.740156 Eh

CARTESIAN COORDINATES (ANGSTROEM)
1 O 1.39946 0.19809 -0.04905
2 H -1.01235 1.98938 -1.16131
3 N -3.02218 -0.01480 0.14240
4 H 0.79230 0.73162 -1.88954
5 C 1.30641 -0.77194 0.88032
6 N 0.47766 -1.72121 0.82129
7 H 2.04524 -0.58492 1.66264
8 H -0.38721 1.68316 0.45074
9 C -2.01934 0.50234 -0.11050
10 C -0.77230 1.19301 -0.44962
11 C 0.34253 0.28045 -1.00362
12 H -0.03114 -0.71631 -1.24671
13 H 0.58890 -2.34081 1.61928

Here are the Löwdin charges for atoms 1 to 4, given in e: atom 1 (O): -0.08, atom 2 (H): 0.12, atom 3 (N): 0.14, atom 4 (H): 0.12


Molecular formula: C4H6N2O
Method: DFT, the ωB97M-V functional and the def2-TZVPD basis

**HOMO-LUMO gap**: 7.7 eV
**Energy above the lowest of the compared OMol25 structures with the same formula, charge and spin**: 119.2 kcal/mol
**Multiplicity**: 1
**F_max**: 4.1 eV Å⁻¹
**Electronic energy**: -340.604885 Eh

CARTESIAN COORDINATES (ANGSTROEM)
1 H -1.94993 1.20456 -1.13138
2 H 2.45648 -1.50579 -0.35029
3 H 0.62736 -1.56985 1.32752
4 C -1.12739 -0.03057 0.35172
5 N -0.70375 1.27129 1.56701
6 H -0.17939 1.34411 -0.99886
7 C 1.72314 -0.70876 -0.26647
8 C -1.01797 0.65804 -0.97218
9 N 0.36758 0.88573 1.75800
10 H 1.86115 0.12732 -0.94534
11 C 0.73940 -0.74714 0.62711
12 H -0.89746 -0.10263 -1.74224
13 O -1.89922 -0.82631 0.77539

Here are the Löwdin charges for atoms 1 to 4, given in e: atom 1 (H): 0.09, atom 2 (H): 0.05, atom 3 (H): 0.07, atom 4 (C): -0.50


Molecular formula: C4H6N2O
Method: DFT, the ωB97M-V functional and the def2-TZVPD basis

**HOMO-LUMO gap**: 8.7 eV
**Energy above the lowest of the compared OMol25 structures with the same formula, charge and spin**: 24.5 kcal/mol
**Multiplicity**: 1
**F_max**: 0.6 eV Å⁻¹
**Structure (SMILES)**: NC1=NC(O)=CC1
**Electronic energy**: -340.755827 Eh

CARTESIAN COORDINATES (ANGSTROEM)
1 N 0.06622 -1.25859 -0.05593
2 H -2.44013 -1.58972 -0.17421
3 C 1.14387 0.79809 -0.18442
4 H -0.47863 1.20710 1.17668
5 C -0.30922 1.04432 0.09663
6 H 1.89107 1.56664 -0.34939
7 H 3.15674 -0.73546 -0.07131
8 N -2.19081 -0.61737 -0.08869
9 H -2.84492 -0.04533 0.42350
10 O 2.38398 -1.31292 -0.13986
11 C -0.85168 -0.35006 -0.02108
12 H -0.80208 1.83836 -0.46766
13 C 1.27560 -0.54505 -0.14427

Here are the Löwdin charges for atoms 1 to 4, given in e: atom 1 (N): 0.16, atom 2 (H): 0.10, atom 3 (C): -0.06, atom 4 (H): 0.13


Molecular formula: C4H6N2O
Method: DFT, the ωB97M-V functional and the def2-TZVPD basis

**HOMO-LUMO gap**: 9.0 eV
**Energy above the lowest of the compared OMol25 structures with the same formula, charge and spin**: 105.1 kcal/mol
**Multiplicity**: 1
**F_max**: 5.4 eV Å⁻¹
**Electronic energy**: -340.627374 Eh

CARTESIAN COORDINATES (ANGSTROEM)
1 N -2.17100 -0.82025 -0.21576
2 C 1.94569 -1.30131 -0.08984
3 H -2.40583 -1.64877 0.29397
4 H -2.87369 -0.51786 -0.95464
5 H 0.16703 2.71214 -0.10898
6 H 0.15601 1.62126 1.37801
7 N 1.27418 1.04481 -0.24095
8 C -1.03729 -0.21353 0.19624
9 C 0.10592 1.75631 0.22469
10 C 1.44084 -0.12936 -0.09631
11 H 2.61801 -1.58991 0.76972
12 O -1.07032 1.07041 -0.21637
13 H 1.85045 -1.98394 -0.93978

Here are the Löwdin charges for atoms 1 to 4, given in e: atom 1 (N): 0.07, atom 2 (C): -0.02, atom 3 (H): 0.08, atom 4 (H): 0.14


Molecular formula: C4H6N2O
Method: DFT, the ωB97M-V functional and the def2-TZVPD basis

**HOMO-LUMO gap**: 8.4 eV
**Energy above the lowest of the compared OMol25 structures with the same formula, charge and spin**: 196.3 kcal/mol
**Multiplicity**: 1
**F_max**: 6.3 eV Å⁻¹
**Electronic energy**: -340.482033 Eh

CARTESIAN COORDINATES (ANGSTROEM)
1 H -1.35664 -0.95694 1.59107
2 C -1.67708 0.26020 -0.51534
3 H -2.53495 0.91995 -0.07821
4 H 2.13702 1.61687 0.42268
5 C 1.94317 0.47657 0.15577
6 C -0.58987 1.10822 -0.31645
7 H 2.40319 -1.55849 -0.68393
8 C -1.40438 -0.98804 0.19767
9 H -0.59055 2.25147 0.12392
10 H -1.84912 -2.02416 -0.32671
11 O 0.09530 -0.92155 -0.27469
12 N 2.84242 -0.49092 -0.27454
13 N 0.58150 0.30683 -0.02124

Here are the Löwdin charges for atoms 1 to 4, given in e: atom 1 (H): 0.20, atom 2 (C): -0.18, atom 3 (H): 0.12, atom 4 (H): 0.15


Molecular formula: C4H6N2O
Method: DFT, the ωB97M-V functional and the def2-TZVPD basis

**HOMO-LUMO gap**: 7.1 eV
**Energy above the lowest of the compared OMol25 structures with the same formula, charge and spin**: 126.7 kcal/mol
**Multiplicity**: 1
**F_max**: 1.7 eV Å⁻¹
**Electronic energy**: -340.592950 Eh

CARTESIAN COORDINATES (ANGSTROEM)
1 N -0.96023 1.87995 -0.73098
2 C 0.28322 -1.26509 0.32154
3 H -0.28193 -3.15024 0.54652
4 H 2.69321 -0.03306 -0.17598
5 H 1.86041 1.63095 -0.40846
6 N 0.43645 -2.43793 0.50736
7 O -1.57665 -0.57816 -0.04044
8 C 0.59020 0.08223 0.11457
9 C -0.72150 0.95086 0.15161
10 H -2.44955 -0.42968 0.35185
11 H -0.93682 1.21670 1.19229
12 C 1.79735 0.57580 -0.15622
13 H -0.73418 1.55766 -1.67367

Here are the Löwdin charges for atoms 1 to 4, given in e: atom 1 (N): 0.01, atom 2 (C): -0.06, atom 3 (H): 0.12, atom 4 (H): 0.08


Molecular formula: C4H6N2O
Method: DFT, the ωB97M-V functional and the def2-TZVPD basis

**HOMO-LUMO gap**: 11.3 eV
**Energy above the lowest of the compared OMol25 structures with the same formula, charge and spin**: 40.5 kcal/mol
**Multiplicity**: 1
**F_max**: 1.1 eV Å⁻¹
**Structure (SMILES)**: [H]/N=C/OCCC#N
**Electronic energy**: -340.730432 Eh

CARTESIAN COORDINATES (ANGSTROEM)
1 C 1.65096 0.86649 -0.24036
2 N 1.92939 1.79718 -0.86817
3 C 0.14966 -1.14811 -0.05547
4 H -1.65456 1.16382 0.93051
5 C -1.60368 0.43593 0.11586
6 H 1.04213 -0.03497 1.55292
7 H 0.10752 -1.06086 -1.14583
8 C 1.31817 -0.33323 0.53528
9 O -1.07226 -0.74323 0.53868
10 H -2.36102 1.57600 -1.12915
11 N -1.99770 0.62629 -1.06364
12 H 0.27031 -2.19863 0.21577
13 H 2.22106 -0.94668 0.61361

Here are the Löwdin charges for atoms 1 to 4, given in e: atom 1 (C): -0.23, atom 2 (N): 0.14, atom 3 (C): -0.19, atom 4 (H): 0.13


Molecular formula: C4H6N2O
Method: DFT, the ωB97M-V functional and the def2-TZVPD basis

**HOMO-LUMO gap**: 8.9 eV
**Energy above the lowest of the compared OMol25 structures with the same formula, charge and spin**: 11.8 kcal/mol
**Multiplicity**: 1
**F_max**: 0.5 eV Å⁻¹
**Structure (SMILES)**: Cc1c[nH]c(O)n1
**Electronic energy**: -340.776089 Eh

CARTESIAN COORDINATES (ANGSTROEM)
1 C -0.41026 -0.47626 -0.15933
2 H 0.66928 2.42230 0.52007
3 H -1.11234 -2.50044 -0.67948
4 N 0.49115 1.45326 0.32793
5 C 1.43674 0.49288 0.32292
6 H 3.33053 0.29849 0.77787
7 O 2.67744 0.97369 0.57938
8 H -2.24700 -1.53181 0.25843
9 C -1.47598 -1.48490 -0.52061
10 H -1.62710 1.38711 -0.03914
11 H -1.99333 -1.17915 -1.43825
12 C -0.69986 0.84127 0.01385
13 N 0.96073 -0.69644 0.03636

Here are the Löwdin charges for atoms 1 to 4, given in e: atom 1 (C): -0.34, atom 2 (H): 0.16, atom 3 (H): 0.07, atom 4 (N): 0.10


Molecular formula: C4H6N2O
Method: DFT, the ωB97M-V functional and the def2-TZVPD basis

**HOMO-LUMO gap**: 8.7 eV
**Energy above the lowest of the compared OMol25 structures with the same formula, charge and spin**: 140.2 kcal/mol
**Multiplicity**: 1
**F_max**: 0.5 eV Å⁻¹
**Electronic energy**: -340.571552 Eh

CARTESIAN COORDINATES (ANGSTROEM)
1 H -0.22369 2.28518 -0.11593
2 N -0.55377 0.58752 1.19047
3 H -1.40073 -1.41720 -2.43712
4 C 0.31090 1.52085 0.44561
5 H 1.17954 1.86326 1.00361
6 H 2.07601 -1.15747 0.28681
7 O 0.24888 -1.85057 -0.53056
8 C -0.33261 -0.74687 -1.04127
9 H 0.07664 -0.32778 1.66369
10 N -1.15183 -0.54045 -1.97743
11 C 0.30479 0.15367 -0.04018
12 C 1.01924 -1.03510 0.52770
13 H -1.55336 0.66495 1.02459

Here are the Löwdin charges for atoms 1 to 4, given in e: atom 1 (H): 0.13, atom 2 (N): 0.07, atom 3 (H): 0.06, atom 4 (C): -0.04


Molecular formula: C4H6N2O
Method: DFT, the ωB97M-V functional and the def2-TZVPD basis

**HOMO-LUMO gap**: 9.0 eV
**Energy above the lowest of the compared OMol25 structures with the same formula, charge and spin**: 140.8 kcal/mol
**Multiplicity**: 1
**F_max**: 0.4 eV Å⁻¹
**Electronic energy**: -340.570519 Eh

CARTESIAN COORDINATES (ANGSTROEM)
1 O -1.12442 -0.66717 0.15896
2 C -0.10015 0.09937 -0.05284
3 H -3.15622 -0.67002 0.09561
4 H 0.40208 2.11565 -0.91097
5 C 2.20647 -0.43070 0.17888
6 C -2.34946 0.00225 -0.19231
7 H -2.41348 0.92968 0.38546
8 H -2.37588 0.22446 -1.26285
9 C 0.51196 1.08497 -0.59522
10 H 3.30035 -0.40667 0.21609
11 N 1.47385 -1.08999 1.00700
12 H 1.98127 -1.43704 1.82232
13 N 1.64364 0.24521 -0.85013

Here are the Löwdin charges for atoms 1 to 4, given in e: atom 1 (O): -0.03, atom 2 (C): -0.18, atom 3 (H): 0.10, atom 4 (H): 0.11